Entry 1:
{"formula": "C4H13NO2", "method": "ωB97M-V with the def2-TZVPD basis set", "symbols": ["C", "C", "C", "C", "O", "N", "H", "H", "H", "H", "H", "H", "H", "H", "H", "H", "H", "H", "H", "O"], "coordinates": [[-0.46043, 0.92105, -1.18699], [0.09277, -0.49017, -0.88763], [0.97256, -0.53336, 0.40057], [2.21767, 0.38529, 0.30507], [0.20335, 0.03010, 1.50181], [-0.98137, -1.47676, -0.67587], [-1.45194, 1.04725, -0.78193], [0.28945, 1.57233, -0.73259], [-0.39140, 1.12725, -2.24970], [0.74344, -0.91361, -1.64880], [1.27289, -1.51550, 0.75037], [2.53282, 0.71061, 1.30180], [3.13693, -0.10514, -0.03956], [2.21422, 1.30547, -0.28588], [0.03539, 0.92952, 1.25474], [-0.60092, -2.30271, -0.24308], [-1.91842, -1.27547, -0.36838], [-1.86030, 0.07465, 1.05424], [-3.21647, 0.55926, 1.57522], [-2.83023, -0.05005, 0.95659]], "forces_ev_per_a": [[1.758, -0.936, -0.014], [-0.793, -1.498, 1.589], [0.177, 3.110, 0.168], [1.573, -0.432, 0.275], [-0.259, -1.254, -0.015], [0.604, -0.518, -1.045], [-0.197, 0.207, -0.053], [-0.552, 0.569, 0.010], [-0.457, -0.004, -0.122], [0.008, 0.420, -0.601], [-0.183, -0.246, -0.356], [-0.400, -0.118, 0.107], [-0.343, -0.402, -0.266], [-0.767, -0.194, -0.137], [0.014, 0.931, -0.053], [-0.351, -0.107, 0.047], [0.334, 0.493, 0.035], [-0.596, -0.417, 0.231], [-0.369, 0.343, 0.409], [0.799, 0.054, -0.209]], "e_above_lowest_ev": 1.005, "smiles": "C[C@H](N)[C@@H](C)O.O", "homo_energy_ev": -8.54, "orbital_gap_ev": 9.34}

=====

Entry 2:
{"formula": "C2H11NO2", "method": "ωB97M-V with the def2-TZVPD basis set", "symbols": ["C", "C", "N", "H", "H", "H", "H", "H", "H", "H", "H", "H", "O", "H", "H", "O"], "coordinates": [[-1.01563, 1.25459, 0.78297], [-0.98109, -0.23969, 0.45400], [0.32120, -0.87654, 0.65322], [-0.84354, 1.42119, 1.83563], [-2.04312, 1.59768, 0.62210], [-0.31180, 1.77636, 0.13379], [-1.33025, -0.34668, -0.58466], [-1.72874, -0.73922, 1.06927], [1.06935, -0.19316, 0.68024], [0.51741, -1.43567, -0.16645], [1.66076, -3.28388, 2.41179], [0.89676, -1.95179, 2.33595], [1.59200, -2.41907, 2.82859], [1.23491, 2.41746, -4.47729], [0.54869, 1.10393, -4.04142], [0.41310, 1.91450, -4.53773]], "forces_ev_per_a": [[-0.506, -0.788, -0.226], [-0.590, 0.489, -0.217], [0.057, 0.026, -0.233], [0.524, 0.159, 0.284], [0.245, 0.182, -0.273], [-0.084, 0.297, 0.234], [0.167, -0.075, 0.158], [-0.004, -0.139, 0.089], [-0.062, 0.127, 0.107], [0.151, -0.261, 0.122], [-0.052, 0.098, 0.035], [0.172, -0.023, -0.237], [-0.021, -0.092, 0.157], [-0.146, -0.218, 0.053], [0.139, 0.008, 0.034], [0.010, 0.209, -0.085]], "e_above_lowest_ev": 0.590, "smiles": "CCN.O.O", "homo_energy_ev": -9.88, "orbital_gap_ev": 10.32}